<a>
C2H3NS2 in the gas phase, computed with ωB97M-V with the def2-TZVPD basis set.

Highest occupied orbital energy   -8.97 eV
Frontier orbital gap   7.94 eV
E_LUMO   -1.030 eV
Structure (SMILES)   S=CNC=S

```
8
Properties=species:S:1:pos:R:3:mulliken_charge:R:1
S 2.6354 -0.5090 -0.1281 -0.2935
C 1.0218 -0.6991 0.1046 -0.0596
N 0.2239 0.3827 0.0489 -0.1641
C -1.1668 0.3903 -0.0993 -0.0942
S -2.3082 -0.7641 -0.0887 -0.2554
H 0.5148 -1.6219 0.2682 0.2775
H 0.6317 1.3732 0.0503 0.3236
H -1.5526 1.4479 -0.1559 0.2657
```

<b>
C2H3NS2 in the gas phase, computed with ωB97M-V with the def2-TZVPD basis set.

Highest occupied orbital energy   -8.29 eV
Frontier orbital gap   7.41 eV
E_LUMO   -0.883 eV
Structure (SMILES)   NC(=S)C=S

```
8
Properties=species:S:1:pos:R:3:mulliken_charge:R:1
N 0.6097 1.1085 -0.1316 -0.3192
C -0.2099 0.3578 0.5660 0.3839
S -0.9389 0.5651 1.9860 -0.3390
C -0.3936 -1.3270 -0.2295 -0.1904
S -0.0309 -1.4426 -1.7761 -0.2452
H 0.9420 0.7846 -1.0316 0.1481
H 0.8890 2.0106 0.2191 0.2282
H -0.8674 -2.0570 0.3977 0.3337
```

Which structure above is the least stable? It is <b>.